[1]
The following is a DFT calculation (ωB97M-V/def2-TZVPD) of a molecular structure, C27H32IrO4PS4.

```
69
Properties=species:S:1:pos:R:3:nbo_charge:R:1
S -0.1969 2.5862 0.5775 0.3651
H -2.4132 3.2866 0.7693 0.2559
H -1.6256 -1.0930 4.2557 0.2332
S -2.8793 -1.1103 -1.4883 2.3972
H 1.8400 3.8322 0.4931 0.2559
C 1.5245 -2.0305 3.5638 -0.2764
P 0.2927 -1.0709 -0.2543 1.1371
H 2.3606 -2.1347 1.5614 0.2205
H -1.3490 4.6865 0.7481 0.2484
H 0.7941 2.7893 -4.3573 0.2562
H 2.3374 -2.6124 3.9761 0.2278
H -2.7960 4.5762 -1.2868 0.2581
H 3.0493 -0.2566 0.3423 0.2214
C 4.2342 -0.9334 -1.3073 -0.1977
H -3.7286 -3.7598 -1.5098 0.2571
C 3.0865 -2.2342 -2.9702 -0.2125
H -0.3237 -5.9170 -0.0501 0.2296
H 5.1430 -0.4825 -0.9304 0.2253
H -3.4243 1.9087 3.4654 0.2071
C -0.4344 0.5020 3.3431 0.2921
C 0.8869 1.1942 3.5611 -0.6335
C -0.6164 -0.5557 2.2972 -0.3228
C -2.0157 -2.5918 -1.0150 -0.3197
H -2.6446 -5.9109 -0.9184 0.2323
C -2.0999 -4.9829 -0.8102 -0.1750
H 0.8931 -3.8015 0.2143 0.2142
H -1.0956 4.5342 -1.7145 0.2194
H 0.7674 4.2911 -0.8140 0.2213
O -1.4847 1.4105 3.5837 -0.5220
H -3.1638 0.1625 3.4203 0.1762
Ir -0.7833 0.7918 -1.0631 0.2969
H 0.3730 -2.1208 5.3222 0.2261
H 0.9979 -2.5683 -2.6368 0.2243
O -2.5749 -0.1358 -0.3611 -0.9885
H 2.6826 3.1097 -1.7896 0.2495
C -1.8872 3.9792 -1.2142 -0.5566
C 1.9694 2.5322 -1.1995 -0.5511
H -1.4325 1.7395 -4.1945 0.2696
S -2.1814 2.4220 -2.1135 0.4285
C -0.8018 -4.9864 -0.3246 -0.2070
H 0.6841 2.2231 3.8510 0.2457
H 0.4839 3.8043 -2.9557 0.2203
C -0.7038 -2.5785 -0.5326 -0.3836
C -1.2238 2.6531 -3.6354 -0.5471
C 0.2632 2.8380 -3.4070 -0.5526
O -4.2667 -1.4226 -1.5772 -0.9123
C 3.0527 -0.8062 -0.5919 -0.2230
H 1.4763 0.7208 4.3435 0.2295
C 1.8804 -1.4027 -1.0573 -0.4074
H -1.6341 3.4941 -4.1953 0.2521
C -1.5645 3.7387 0.2536 -0.5430
H -2.8065 1.1365 1.9843 0.1689
C -0.1161 -3.7912 -0.1800 -0.1187
H 2.5358 1.7932 -0.6329 0.2508
S 0.9710 1.5260 -2.3352 0.4758
H 3.0965 -2.7913 -3.8975 0.2295
C -2.7743 1.1270 3.0787 -0.2591
C 0.5211 -1.1011 1.5350 -0.3496
C 0.4508 -1.7334 4.3138 -0.1144
C -2.7101 -3.7852 -1.1487 -0.1713
H 5.1741 -1.7499 -3.0534 0.2289
H -1.5674 -0.5718 1.7808 0.2636
C 1.9038 -2.1118 -2.2566 -0.1273
O -2.2185 -0.6074 -2.6966 -0.9735
C 4.2517 -1.6474 -2.4974 -0.1859
C 1.5456 -1.7268 2.1468 -0.1728
H 1.4917 1.2082 2.6522 0.2013
C 1.1749 3.4378 -0.2748 -0.5580
C -0.6518 -0.9189 3.8148 -0.2497
```

Values from the calculation:
2S+1: 2
Charge: +1
Energy above the lowest of the compared OMol25 structures with the same formula, charge and spin (eV): 0.000
Gap between HOMO and LUMO (alpha / beta) (eV): 7.5 / 7.8
Expectation value of S²: 0.754
Electronic energy (hartree): -3387.25669

---

[2]
The following is a DFT calculation (ωB97M-V/def2-TZVPD) of a molecular structure, C4H9N.

```
14
Properties=species:S:1:pos:R:3:mulliken_spin:R:1
H -2.6565 0.7168 0.6099 0.0042
H -0.4743 -0.3032 1.9463 0.0347
H 4.0403 0.0773 -0.5682 -0.0003
C -0.3387 0.5604 1.2880 -0.0274
C 0.2337 -0.7007 -0.5422 -0.0313
H -1.1267 0.9822 -0.7221 -0.0255
H -1.9204 -0.8003 -1.3612 -0.0014
C -1.6202 0.5287 0.3596 0.0711
H 0.2167 -1.6995 -0.0776 0.0267
H 3.5561 -0.2015 -1.0370 0.0003
N 0.7197 0.3897 0.3581 0.9060
C -1.2075 -0.2568 -0.7382 0.0341
H -0.2523 1.4277 1.9417 0.0038
H 0.8301 -0.7209 -1.4570 0.0050
```

Values from the calculation:
2S+1: 2
Charge: +1
Energy above the lowest of the compared OMol25 structures with the same formula, charge and spin (eV): 5.027
Gap between HOMO and LUMO (alpha / beta) (eV): 9.5 / 9.6
Expectation value of S²: 0.754
Electronic energy (hartree): -212.09543

---

[3]
The following is a DFT calculation (ωB97M-V/def2-TZVPD) of a molecular structure, C37H41IKN10OPS.

```
93
Properties=species:S:1:pos:R:3:mulliken_charge:R:1
C -5.5701 1.1310 4.7720 1.1910
H -2.7862 -2.2988 3.2590 0.2999
N -0.1952 3.1334 3.8082 -0.1542
H -1.7231 -0.0439 3.1965 0.1733
N -4.1702 -1.1991 -1.2695 -0.5614
H -0.4088 -2.0302 3.7363 0.4749
C 4.1198 0.2315 -3.1873 -0.1443
H 2.5614 3.2147 2.9819 0.4331
C -2.0595 -2.6261 2.5090 -1.2280
C -3.8448 -0.6656 -2.2403 0.2178
H 6.7399 -1.8257 -3.7502 0.3666
H 1.1246 2.3499 1.1131 -0.4850
P 1.7780 0.1492 -1.7105 0.7057
H -3.3978 -3.4888 -0.4475 0.4098
H 0.5119 2.1552 -6.1459 0.4104
H -0.0283 -2.1274 2.0160 -0.0879
N -2.6070 -2.4484 1.1661 0.3202
N -4.4538 -0.0557 2.4759 -0.0658
H -0.4789 -3.8553 0.3315 0.2307
C -4.3638 1.2561 2.7077 -0.4971
N -6.0687 1.7017 5.9199 -0.5134
H -0.2045 0.1582 2.6201 -0.2503
C 3.5471 -0.3450 -2.0811 0.4778
C 2.3914 4.5593 -0.4119 -0.5862
H 4.3619 3.9469 0.1862 0.4564
H 3.6190 1.0659 -3.6620 0.4358
N -2.0872 0.6677 -3.1984 -0.5613
C 1.8814 2.3730 3.1365 -0.4692
H 4.0765 1.6283 -0.5633 0.3309
H -5.2171 -1.8304 3.1883 0.4543
C 5.8806 -1.3764 -3.2671 -0.8008
C -1.2926 -3.8582 -0.3996 -0.7034
H -0.8874 -1.9510 -1.0861 -0.3941
C -4.8876 1.8879 3.8188 -0.7283
O -1.5142 0.6011 -2.0705 0.1753
C 5.3849 -1.9713 -2.0846 1.0424
H 0.3759 4.8535 -1.0891 0.4300
C -3.2495 0.0460 -3.3353 0.4692
C -3.8941 0.0750 -4.6099 -0.0827
C 1.0154 2.5678 4.3880 -0.4837
C 1.1918 4.1524 -0.9800 -0.6388
N -4.4319 0.0680 -5.6270 -0.5319
H -6.7719 1.1946 6.4279 0.2184
C -5.6885 -0.2399 4.5305 -0.7598
H -0.1119 -2.0429 -5.6195 0.4306
C -0.2891 2.8967 2.4778 0.0189
H 1.4137 2.3167 -3.8674 0.4203
H 2.5189 5.5838 -0.0858 0.4028
H -1.3045 -4.8498 -0.8578 0.4563
C 5.2966 -0.2592 -3.7776 -1.1673
H -3.5314 -2.0329 1.2164 0.3129
C -0.7894 -1.8144 2.7286 -0.1119
C 3.9562 -1.9775 -0.1428 -0.3550
C -5.1226 -0.7666 3.3866 -0.5076
H -1.0270 3.3233 4.3392 0.2471
C 0.1542 0.0453 -6.0351 -0.5571
C 2.0590 1.9097 -1.2636 0.5138
I 2.7624 -1.0278 1.3062 0.1793
H -0.2650 -0.0158 -7.0311 0.3980
C 1.0183 2.8358 -1.3894 -0.1495
C 4.5951 -3.0881 0.3297 -0.6810
C 1.1812 0.2214 -3.4459 0.6099
H 4.3357 -3.4860 1.3008 0.4095
H 5.6909 0.2174 -4.6655 0.4204
H -1.6859 -2.8744 -2.1572 0.3035
N -1.0560 -0.3839 2.5106 -0.0189
H 1.4685 3.2504 5.1042 0.3365
N 0.8702 2.3152 2.0878 0.6926
H -1.8373 -3.6809 2.7049 0.4058
H -6.2192 -0.8798 5.2243 0.3025
C 3.2574 2.3275 -0.6783 -0.5408
H 0.7659 -1.8830 -3.3190 0.2763
H 0.0682 2.5117 -1.7995 0.2037
N -0.9574 -2.8909 -1.4512 -0.1776
C 0.5853 1.2645 -5.5348 -0.7766
H -3.8350 1.8404 1.9658 0.3386
C 5.6286 -3.6952 -0.4101 -0.7588
S -1.5875 3.2632 1.5042 -0.3414
H -4.7760 2.9590 3.9353 0.3332
H -2.8839 -4.5454 0.8788 0.4027
C 4.2484 -1.4105 -1.4238 0.5072
C 0.2349 -1.0899 -5.2400 -0.6951
C -2.6303 -3.6361 0.3127 -0.9651
H 2.4677 1.4562 3.1707 0.0942
C 1.0968 1.3529 -4.2478 0.1668
C 0.7387 -1.0010 -3.9512 -1.0350
H -6.1598 2.7023 5.9397 0.2190
H 6.8910 -3.5086 -2.1109 0.3645
K -1.9075 -0.2482 -0.0401 1.0988
C 6.0412 -3.1151 -1.5667 -0.8343
H 0.8138 1.6172 4.8911 0.2848
C 3.4209 3.6403 -0.2546 -0.8504
H 6.1181 -4.5779 -0.0209 0.3765
```

Values from the calculation:
2S+1: 1
Charge: 0
Energy above the lowest of the compared OMol25 structures with the same formula, charge and spin (eV): 0.932
Gap between HOMO and LUMO (eV): 7.8
Electronic energy (hartree): -3694.49761

---

[4]
The following is a DFT calculation (ωB97M-V/def2-TZVPD) of C4H6O2 in the gas phase.

```
12
Properties=species:S:1:pos:R:3:nbo_charge:R:1
H 0.8452 -1.9640 -0.7488 0.1936
H 0.5411 2.4849 -0.5420 0.2118
H 0.0661 1.2256 -1.8304 0.1967
C 0.1530 1.4987 -0.7858 -0.6036
C -0.4511 0.8235 0.2444 0.3933
C 0.4971 -1.2488 -0.0023 0.4755
H -1.4617 -0.9989 0.8063 0.2776
H -1.3228 -0.9198 -0.9882 0.2413
C -0.8411 -0.6858 -0.0381 -0.6158
H 1.0685 -0.2687 1.4843 0.5350
O -0.4581 1.0988 1.4706 -0.7286
O 1.3638 -1.0455 0.9300 -0.5769
```

Values from the calculation:
2S+1: 1
Charge: 0
Energy above the lowest of the compared OMol25 structures with the same formula, charge and spin (eV): 3.339
Gap between HOMO and LUMO (alpha / beta) (eV): 6.8 / 6.8
Electronic energy (hartree): -306.38359

---

| no. | F_max (eV Å⁻¹) |
| --- | --- |
| 1 | 0.21 |
| 2 | 3.12 |
| 3 | 2.06 |
| 4 | 0.57 |